Below is a molecular structure, C6H6CrO18 at a distorted geometry, with properties calculated with the ωB97M-V functional and the def2-TZVPD basis.

For the energy above the lowest of the compared OMol25 structures with the same formula, charge and spin, the calculation gives 93.3 kcal per mole. The HOMO-LUMO gap (alpha / beta) is 0.1433 / 0.1774 hartree. Its largest force on an atom is 0.168 Eh/bohr. As for the expectation value of S²: 6.00. For the HOMO energy (alpha / beta), the calculation gives 5.14 / 4.21 eV.

```
! wB97M-V def2-TZVPD RIJCOSX def2/J DEFGRID3
* xyz -4 5
Cr -0.02014 -0.33753 -0.39560
O -0.83574 3.88351 0.28082
C -0.11403 3.08512 -0.48805
O 0.95445 3.48117 -0.93837
O -0.45577 1.89655 -0.66305
H -0.22993 4.62820 0.27694
O 2.25823 0.66991 3.04296
C 1.86477 1.10256 1.82821
O 2.31030 2.17842 1.33066
O 1.06158 0.35833 1.31339
H 1.60464 -0.00856 2.85830
O 3.55754 -0.10836 -3.03663
C 2.91464 0.36350 -1.99499
O 3.13326 1.42555 -1.41224
O 1.90101 -0.19810 -1.58311
H 2.82068 -0.72200 -3.08213
O -2.97103 -1.95487 -3.16295
C -2.44285 -1.76031 -1.97251
O -1.45151 -1.07413 -1.80299
O -3.00747 -2.27487 -0.93892
H -3.73723 -2.42064 -2.82003
O -1.73907 1.90206 2.20322
C -2.38100 0.73536 1.87872
O -3.57465 0.62700 2.19249
O -1.80848 -0.20362 1.30733
H -0.94387 1.86235 1.66687
O 0.69409 -4.33146 1.19058
C -0.07532 -3.28049 0.81719
O 0.46307 -2.42425 0.05662
O -1.14368 -3.04872 1.45178
H 1.39353 -4.05167 0.59552
*
```


Below is 3 unconnected molecules or ions with the total composition C3H6F2N2 at a distorted geometry, with properties calculated with the ωB97M-V functional and the def2-TZVPD basis.

For the energy above the lowest of the compared OMol25 structures with the same formula, charge and spin, the calculation gives 128.8 kcal per mole. The HOMO-LUMO gap is 0.3356 hartree. Its largest force on an atom is 0.109 Eh/bohr. For the HOMO energy, the calculation gives -9.38 eV.

```
! wB97M-V def2-TZVPD RIJCOSX def2/J DEFGRID3
* xyz 0 1
C -0.94646 -0.09132 -0.07922
C 0.23880 0.69619 -0.70847
C -0.19412 0.97656 0.75365
H -1.22005 -1.91532 1.52328
H 0.39386 -1.97953 -0.36431
H -1.80374 0.36207 -0.55044
H -0.21459 1.44321 -1.30859
H 1.70929 -0.22740 0.07540
H 1.55718 -0.61101 -1.50821
N -0.90368 -1.55437 0.13719
N 1.53640 0.15761 -0.87821
F -0.79867 2.17404 1.14949
F 0.64577 0.56927 1.75845
*
```


Below is 2 unconnected molecules or ions with the total composition C2H4N2OS at a distorted geometry, with properties calculated with the ωB97M-V functional and the def2-TZVPD basis.

For the energy above the lowest of the compared OMol25 structures with the same formula, charge and spin, the calculation gives 170.5 kcal per mole. The HOMO-LUMO gap (alpha / beta) is 0.2259 / 0.3108 hartree. Its largest force on an atom is 0.071 Eh/bohr. For the HOMO energy (alpha / beta), the calculation gives -9.87 / -11.46 eV.

```
! wB97M-V def2-TZVPD RIJCOSX def2/J DEFGRID3
* xyz 0 1
C 2.72609 0.70665 0.25011
C -0.99011 0.53047 -0.66410
N 3.52709 1.50080 0.05292
N -0.63285 -1.36709 1.30462
O 0.22369 -1.79382 -0.89434
S 0.05520 -0.77390 0.09203
H -1.92489 -0.12020 -0.42851
H -1.10700 1.26056 0.09833
H -0.72065 0.76162 -1.68068
H -1.15657 -0.70509 1.86962
*
```


Below is C5H9NO in the gas phase, with properties calculated with the ωB97M-V functional and the def2-TZVPD basis.

For the energy above the lowest of the compared OMol25 structures with the same formula, charge and spin, the calculation gives 21.1 kcal per mole. The HOMO-LUMO gap is 0.3871 hartree. Its largest force on an atom is 0.007 Eh/bohr. As for the structure (SMILES): [H]/N=C1/CCCCO1. For the HOMO energy, the calculation gives -9.62 eV.

```
! wB97M-V def2-TZVPD RIJCOSX def2/J DEFGRID3
* xyz 0 1
H 0.58479 0.59125 -3.11877
N -0.29875 0.47252 -2.62946
C -0.07752 0.13782 -1.43000
C -1.24957 0.12505 -0.47017
C -0.93714 -0.25373 0.97345
C 0.46935 0.21680 1.32713
C 1.45953 -0.41911 0.37045
O 1.19469 -0.07048 -0.99007
H -1.61510 1.15596 -0.49751
H -2.04443 -0.48698 -0.90593
H -1.00326 -1.33911 1.11996
H -1.68202 0.20753 1.62924
H 0.53845 1.30914 1.23551
H 0.73313 -0.04911 2.35627
H 1.44423 -1.51367 0.47008
H 2.48365 -0.08387 0.55983
*
```


Below is 5 unconnected molecules or ions with the total composition C5H17O6S, with properties calculated with the ωB97M-V functional and the def2-TZVPD basis.

For the energy above the lowest of the compared OMol25 structures with the same formula, charge and spin, the calculation gives 2.4 kcal per mole. The HOMO-LUMO gap is 0.3192 hartree. Its largest force on an atom is 0.018 Eh/bohr. For the HOMO energy, the calculation gives -5.69 eV.

```
! wB97M-V def2-TZVPD RIJCOSX def2/J DEFGRID3
* xyz -1 1
O 1.94285 0.82591 -0.38459
C 1.10499 -0.06230 -0.77152
O 1.37706 -1.26804 -0.91502
C -0.32034 0.42685 -1.10024
C -1.07013 -0.50840 -2.06493
C -1.52064 -1.85744 -1.50358
S -3.15942 -1.88104 -0.69296
C -2.77628 -1.44577 1.01136
H -0.85130 0.53350 -0.14975
H -0.25984 1.42927 -1.52317
H -1.92412 0.02836 -2.48147
H -0.42768 -0.71272 -2.92906
H -0.77534 -2.26286 -0.82542
H -1.63283 -2.59011 -2.30383
H -3.56488 -1.78450 1.68216
H -2.66944 -0.37765 1.15856
H -1.83892 -1.89782 1.34455
H -0.66857 2.45288 2.27413
H 0.01206 1.13779 2.64552
O -0.85968 1.59535 2.64471
H 1.70036 1.18088 1.49822
H 2.11441 -0.06694 2.26062
O 1.70346 0.81181 2.41315
H 3.32184 -0.32147 0.66934
H 2.65052 -1.62541 0.53598
O 3.24521 -1.14641 1.15124
H 1.80951 3.39826 -1.93218
H 1.76053 2.53126 -0.70076
O 1.57663 3.45676 -1.01104
*
```


Below is 7 unconnected molecules or ions with the total composition C7H21N7O14 at a distorted geometry, with properties calculated with the ωB97M-V functional and the def2-TZVPD basis.

For the energy above the lowest of the compared OMol25 structures with the same formula, charge and spin, the calculation gives 8.9 kcal per mole. The HOMO-LUMO gap is 0.4022 hartree. Its largest force on an atom is 0.034 Eh/bohr. As for the structure (SMILES): C[N+](=O)[O-].C[N+](=O)[O-].C[N+](=O)[O-].C[N+](=O)[O-].C[N+](=O)[O-].C[N+](=O)[O-].C[N+](=O)[O-]. For the HOMO energy, the calculation gives -10.91 eV.

```
! wB97M-V def2-TZVPD RIJCOSX def2/J DEFGRID3
* xyz 0 1
C 1.05784 -0.33531 5.98395
N 1.13745 -0.53291 4.50796
O 0.83091 -1.62687 4.09180
O 1.58115 0.36593 3.83301
H 0.83192 0.68408 6.26930
H 2.01286 -0.68373 6.36703
H 0.27364 -1.00484 6.32621
C -0.17707 3.37077 -2.94512
N -1.32786 4.11782 -2.35966
O -1.71529 5.10090 -2.94030
O -1.81443 3.66735 -1.34316
H 0.63229 3.20353 -2.24264
H 0.20368 4.00773 -3.73774
H -0.58515 2.42727 -3.29318
C 4.87257 -0.20576 -1.18404
N 4.73186 1.17418 -0.64331
O 5.17472 2.09208 -1.28941
O 4.22443 1.30650 0.44356
H 5.80603 -0.60147 -0.79482
H 4.88935 -0.16997 -2.26683
H 4.02244 -0.76941 -0.81412
C -0.31956 -2.22421 -3.39144
N -1.61079 -1.49524 -3.17919
O -2.15624 -1.67152 -2.11535
O -2.01082 -0.77498 -4.05791
H -0.49482 -2.87587 -4.24206
H -0.10373 -2.69502 -2.43945
H 0.45960 -1.50839 -3.63564
C -1.34914 -2.82641 1.66371
N -0.19329 -3.61124 1.14648
O 0.14282 -4.55822 1.82195
O 0.35780 -3.27795 0.12675
H -1.43794 -1.87475 1.15347
H -1.28583 -2.68810 2.73604
H -2.17247 -3.50637 1.44173
C 0.39945 1.03056 0.72497
N 0.97019 0.31999 -0.45778
O 1.72472 -0.60090 -0.22548
O 0.41013 0.51627 -1.52545
H -0.33857 0.28754 1.03220
H -0.14902 1.90798 0.40103
H 1.14379 1.15938 1.49976
C -4.35585 0.56541 -0.60341
N -3.73614 1.06898 0.63642
O -2.90496 0.35781 1.18521
O -4.01445 2.18041 1.01196
H -4.37704 -0.52253 -0.57856
H -3.84948 0.89724 -1.50134
H -5.41168 0.83228 -0.59707
*
```


Below is C2H5PS in the gas phase at a distorted geometry, with properties calculated with the ωB97M-V functional and the def2-TZVPD basis.

For the energy above the lowest of the compared OMol25 structures with the same formula, charge and spin, the calculation gives 72.1 kcal per mole. The HOMO-LUMO gap is 0.2744 hartree. Its largest force on an atom is 0.077 Eh/bohr. As for the structure (SMILES): C=[PH2]C=S. For the HOMO energy, the calculation gives -8.33 eV.

```
! wB97M-V def2-TZVPD RIJCOSX def2/J DEFGRID3
* xyz 0 1
C -0.98081 -0.17396 1.62077
P -0.31418 0.44282 0.08010
C 1.03457 -0.19811 -1.21456
S 1.30003 -1.72474 -1.53944
H -0.21936 -0.81390 2.05678
H -1.77092 -0.88716 1.11777
H 0.28261 1.59805 0.33605
H -1.08455 1.22738 -0.83042
H 1.75261 0.52963 -1.62705
*
```


Below is a molecular structure, CN2O at a distorted geometry, with properties calculated with the ωB97M-V functional and the def2-TZVPD basis.

For the energy above the lowest of the compared OMol25 structures with the same formula, charge and spin, the calculation gives 66.0 kcal per mole. The HOMO-LUMO gap (alpha / beta) is 0.2676 / 0.2685 hartree. Its largest force on an atom is 0.139 Eh/bohr. For the HOMO energy (alpha / beta), the calculation gives -11.30 / -11.31 eV.

```
! wB97M-V def2-TZVPD RIJCOSX def2/J DEFGRID3
* xyz 0 1
C 0.21423 -0.08152 -0.03513
N -0.10579 1.14927 0.27832
N -1.21581 -0.23116 -0.07372
O 1.10737 -0.83658 -0.16948
*
```


no.,energy (Eh)
1,-2630.8972
2,-426.9444
3,-661.3138
4,-325.9040
5,-1050.4689
6,-1715.2940
7,-818.5830
8,-222.6462